# C25H33ClIrN6O5

A structure of composition C25H33ClIrN6O5 in a non-equilibrium geometry (ωB97M-V with the def2-TZVPD basis set, OMol25).

Cartesian coordinates (Å):
Ir1 0.148 -0.178 -0.641
O1 -1.245 -0.349 0.980
N1 -1.027 0.157 2.145
N2 -0.116 1.025 2.121
O2 0.353 1.405 0.974
C1 0.471 1.523 3.352
C2 -0.002 1.069 4.574
C3 0.645 1.488 5.723
C4 1.738 2.342 5.644
C5 2.179 2.801 4.411
C6 1.540 2.394 3.249
H1 -0.856 0.410 4.624
H2 0.294 1.148 6.687
H3 2.244 2.654 6.547
H4 3.020 3.478 4.352
H5 1.861 2.743 2.277
N3 0.495 0.374 -2.694
C7 0.293 -0.663 -3.749
C8 -1.179 -0.964 -3.920
C9 -1.776 -1.547 -2.656
N4 -1.722 -0.572 -1.533
H6 -0.088 1.182 -2.904
H7 1.465 0.675 -2.732
H8 0.832 -1.556 -3.453
H9 0.716 -0.317 -4.692
H10 -1.295 -1.681 -4.732
H11 -1.723 -0.060 -4.219
H12 -1.243 -2.443 -2.347
H13 -2.812 -1.838 -2.830
H14 -2.167 -1.031 -0.728
H15 -2.242 0.275 -1.754
C10 -2.120 -3.735 2.084
C11 -2.732 -3.386 0.757
O3 -2.072 -2.803 -0.101
C12 -4.146 -3.754 0.517
C13 -4.716 -4.869 1.130
C14 -6.036 -5.203 0.872
C15 -6.801 -4.407 0.032
C16 -6.242 -3.289 -0.576
C17 -4.916 -2.972 -0.344
H16 -1.199 -3.173 2.221
H17 -1.881 -4.802 2.100
H18 -2.811 -3.535 2.901
H19 -4.127 -5.494 1.789
H20 -6.468 -6.078 1.338
H21 -7.840 -4.655 -0.144
H22 -6.840 -2.672 -1.234
H23 -4.474 -2.104 -0.817
O4 4.732 5.767 -3.838
C18 4.552 5.959 -2.465
N5 4.474 4.690 -1.743
C19 3.294 4.100 -1.482
O5 2.205 4.562 -1.775
C20 3.349 2.753 -0.794
C21 4.373 2.278 0.011
C22 4.254 1.013 0.571
C23 3.135 0.257 0.297
N6 2.137 0.723 -0.470
C24 2.233 1.956 -0.971
H24 3.879 5.711 -4.279
H25 3.646 6.513 -2.234
H26 5.423 6.491 -2.096
H27 5.331 4.172 -1.639
H28 5.236 2.891 0.237
H29 5.020 0.618 1.224
H30 3.025 -0.737 0.703
H31 1.391 2.378 -1.505
Cl1 2.330 -2.203 -1.628
C25 0.995 -2.017 -0.490
H32 1.379 -2.154 0.518
H33 0.223 -2.734 -0.752

Values from the calculation:
Relative energy (zero: lowest compared OMol25 entry of this formula, charge and spin) ... 48.5 kcal/mol
E_LUMO (spin up / spin down) ... -6.6830 / -8.1873 eV
DFT total energy ... -60981.86034 eV
Total charge ... +2
Multiplicity ... 2
Highest occupied orbital energy (spin up / spin down) ... -13.87 / -13.87 eV